Entry 1:
{
  "formula": "C7H10N2O2PS",
  "method": "the ωB97M-V functional and the def2-TZVPD basis",
  "species": ["C", "C", "C", "C", "C", "N", "N", "C", "P", "O", "O", "S", "C", "H", "H", "H", "H", "H", "H", "H", "H", "H", "H"],
  "positions_angstrom": [[-0.932, 3.150, -2.294], [-0.865, 1.774, -1.848], [-2.006, 1.010, -1.019], [-1.273, -0.061, -0.077], [-2.027, -1.265, 0.600], [-1.231, -2.124, 1.404], [0.051, -2.160, 1.694], [0.862, -1.146, 1.163], [2.736, -1.094, 1.507], [3.366, -2.520, 0.780], [3.387, 0.206, 0.631], [3.077, -1.037, 3.410], [0.226, -0.053, 0.277], [-0.613, 3.967, -1.569], [-1.254, 3.330, -3.378], [0.083, 1.184, -2.143], [-2.623, 0.412, -1.791], [-2.711, 1.709, -0.456], [-3.153, -1.439, 0.459], [-1.784, -2.885, 1.855], [2.849, -2.736, -0.030], [2.924, 1.012, 0.950], [0.912, 0.768, -0.126]],
  "total_charge": 1,
  "smiles": "C=CCc1c[nH+]nc(P(O)(O)=S)c1",
  "largest_force_ev_per_a": 4.36,
  "homo_lumo_gap_ev": 5.65,
  "energy_ev": -34607.344
}


Entry 2:
{
  "formula": "C7H10N2O3",
  "method": "the ωB97M-V functional and the def2-TZVPD basis",
  "species": ["C", "C", "C", "C", "C", "C", "C", "N", "N", "O", "O", "O", "H", "H", "H", "H", "H", "H", "H", "H", "H", "H"],
  "positions_angstrom": [[2.053, 0.789, 0.234], [1.550, -0.491, 0.190], [-0.144, 0.901, 0.254], [0.956, 1.710, 0.307], [0.990, 3.176, 0.405], [-2.218, -1.337, 0.493], [-0.993, -1.825, -0.128], [0.265, -0.387, 0.283], [-0.732, -1.536, -1.578], [-1.444, -0.765, -2.201], [0.318, -2.096, -1.954], [-0.450, -2.949, 0.239], [3.089, 1.068, 0.034], [2.100, -1.430, 0.360], [-1.222, 1.054, 0.337], [1.604, 3.482, 1.157], [1.418, 3.474, -0.526], [0.059, 3.557, 0.554], [-3.183, -1.972, 0.293], [-2.299, -0.243, -0.048], [-2.099, -1.044, 1.523], [0.383, -3.137, -0.229]],
  "total_charge": 0,
  "largest_force_ev_per_a": 6.05,
  "homo_lumo_gap_ev": 7.13,
  "energy_ev": -16538.098
}


Entry 3:
{
  "formula": "C7H10N2O3P",
  "method": "the ωB97M-V functional and the def2-TZVPD basis",
  "species": ["C", "C", "C", "C", "C", "C", "C", "N", "N", "O", "O", "O", "P", "H", "H", "H", "H", "H", "H", "H", "H", "H", "H"],
  "positions_angstrom": [[-2.831, 1.271, 0.523], [-1.781, 2.003, 0.085], [-2.741, -0.063, 0.890], [-0.571, 1.278, -0.185], [-1.569, -0.690, 0.793], [-0.422, -0.068, 0.247], [0.867, -0.660, 0.164], [0.590, -1.302, -2.086], [1.215, -1.738, 0.884], [2.133, 1.722, -0.667], [3.322, -0.537, -0.747], [2.812, 0.478, 1.588], [2.330, 0.509, 0.191], [-3.706, 1.938, 0.813], [-1.648, 3.104, -0.026], [-3.606, -0.580, 1.174], [0.320, 1.772, -0.542], [-1.300, -1.621, 1.186], [-0.375, -1.265, -1.862], [1.063, -0.370, -2.357], [0.827, -2.630, 0.754], [2.239, -1.891, 0.767], [2.834, -0.660, -1.588]],
  "total_charge": -1,
  "largest_force_ev_per_a": 3.89,
  "homo_lumo_gap_ev": [7.53, 7.53],
  "energy_ev": -25833.941
}


Entry 4:
{
  "formula": "C7H10N2O3Sr",
  "method": "the ωB97M-V functional and the def2-TZVPD basis",
  "species": ["C", "C", "C", "C", "C", "Sr", "N", "C", "C", "H", "H", "H", "H", "H", "H", "H", "H", "H", "H", "O", "N", "O", "O"],
  "positions_angstrom": [[-0.459, 0.923, -1.852], [0.950, 1.007, -1.617], [1.177, 2.059, -0.679], [-0.086, 2.603, -0.309], [-1.094, 1.890, -1.026], [-0.447, -0.966, 0.380], [-3.181, -0.049, -0.524], [0.996, -2.717, 0.331], [1.582, -2.124, -0.738], [2.156, 2.416, -0.336], [1.725, 0.438, -2.137], [-0.254, 3.442, 0.376], [-2.154, 2.120, -1.001], [-0.949, 0.257, -2.555], [1.062, -2.110, -1.708], [1.451, -2.746, 1.339], [-4.115, -0.537, -0.478], [2.558, -1.625, -0.704], [0.148, -3.424, 0.174], [-0.213, 0.000, 4.510], [-0.266, -0.200, 3.307], [0.799, -0.500, 2.607], [-1.385, -0.157, 2.641]],
  "total_charge": -2,
  "largest_force_ev_per_a": 5.42,
  "homo_lumo_gap_ev": [5.37, 3.72],
  "energy_ev": -17371.032
}


Entry 5:
{
  "formula": "C7H10N2S",
  "method": "the ωB97M-V functional and the def2-TZVPD basis",
  "species": ["C", "C", "C", "C", "C", "C", "C", "N", "N", "S", "H", "H", "H", "H", "H", "H", "H", "H", "H", "H"],
  "positions_angstrom": [[0.440, -2.625, 0.206], [-0.630, -2.025, -0.351], [0.903, -0.577, 0.297], [0.520, 1.753, -0.183], [1.467, 0.782, 0.472], [-1.066, 0.468, -0.615], [-2.040, 0.928, 0.464], [1.384, -1.763, 0.540], [-0.357, -0.719, -0.276], [3.278, 0.609, -0.119], [0.762, -3.618, 0.180], [-1.388, -2.465, -0.872], [0.178, 2.496, 0.544], [0.716, 2.187, -1.107], [1.544, 1.049, 1.554], [-1.595, 0.538, -1.633], [-2.562, 1.940, 0.289], [-1.488, 1.009, 1.399], [-2.901, 0.236, 0.322], [2.837, -0.203, -1.111]],
  "total_charge": 0,
  "largest_force_ev_per_a": 3.95,
  "homo_lumo_gap_ev": 9.29,
  "energy_ev": -21233.941
}


Entry 6:
{
  "formula": "C7H10N2S2",
  "method": "the ωB97M-V functional and the def2-TZVPD basis",
  "species": ["C", "C", "C", "C", "C", "C", "C", "N", "N", "S", "S", "H", "H", "H", "H", "H", "H", "H", "H", "H", "H"],
  "positions_angstrom": [[-0.354, -1.322, -0.131], [-1.509, 0.808, -0.607], [-1.501, -0.608, -0.130], [0.710, 0.825, -0.052], [2.548, -2.121, 0.473], [-2.314, 2.952, 0.002], [2.084, -1.280, -0.596], [0.792, -0.543, -0.263], [-2.385, 1.495, 0.152], [-3.020, -1.483, 0.291], [2.092, 1.789, -0.135], [-0.244, -2.306, 0.135], [2.055, -3.167, 0.564], [2.550, -1.665, 1.602], [3.647, -2.347, 0.399], [-3.298, 3.461, 0.135], [-1.620, 3.508, 0.601], [-2.184, 3.168, -1.023], [1.929, -1.709, -1.577], [2.804, -0.499, -0.754], [-2.782, 1.045, 0.914]],
  "total_charge": -2,
  "largest_force_ev_per_a": 5.69,
  "homo_lumo_gap_ev": 4.26,
  "energy_ev": -32066.469
}


Entry 7:
{
  "formula": "C7H10N3",
  "method": "the ωB97M-V functional and the def2-TZVPD basis",
  "species": ["C", "C", "C", "C", "C", "C", "C", "N", "N", "N", "H", "H", "H", "H", "H", "H", "H", "H", "H", "H"],
  "positions_angstrom": [[3.545, -0.499, 0.074], [2.420, -1.312, 0.042], [3.202, 0.852, 0.039], [1.116, -0.869, -0.093], [1.838, 1.271, -0.039], [-3.551, -0.546, 0.232], [-2.726, 0.693, -0.126], [-1.414, 0.329, -0.411], [-0.425, 1.011, 0.150], [0.833, 0.435, -0.056], [4.535, -1.107, 0.134], [2.435, -2.414, 0.037], [3.978, 1.625, -0.061], [0.169, -1.565, 0.059], [1.588, 2.311, -0.279], [-3.215, -1.367, 1.031], [-4.570, -0.198, 0.520], [-3.748, -1.181, -0.736], [-2.872, 1.499, 0.566], [-3.138, 1.033, -1.082]],
  "total_charge": 1,
  "smiles": "CC/N=N/[n+]1ccccc1",
  "largest_force_ev_per_a": 6.95,
  "homo_lumo_gap_ev": 9.23,
  "energy_ev": -11881.349
}


Entry 8:
{
  "formula": "C7H10N3",
  "method": "the ωB97M-V functional and the def2-TZVPD basis",
  "species": ["C", "C", "C", "C", "C", "C", "C", "N", "N", "N", "H", "H", "H", "H", "H", "H", "H", "H", "H", "H"],
  "positions_angstrom": [[-1.605, -1.120, -3.120], [-1.220, -1.785, -1.939], [-1.022, 0.448, -1.786], [-0.534, 1.700, -1.298], [0.174, 1.615, -0.129], [-0.304, -0.799, 0.175], [0.978, 0.528, 1.840], [-1.502, 0.187, -2.977], [-0.806, -0.787, -1.137], [0.691, 0.332, 0.409], [-2.278, -1.578, -3.825], [-1.067, -2.864, -1.756], [-1.012, 2.545, -1.670], [0.665, 2.533, 0.442], [-0.987, -0.622, 0.992], [0.207, -1.752, 0.324], [2.039, 0.479, 1.942], [0.365, 1.265, 2.308], [0.646, -0.392, 2.316], [1.559, 0.169, -0.018]],
  "total_charge": 1,
  "smiles": "C[N@@H+]1C=Cc2nccn2C1",
  "largest_force_ev_per_a": 4.70,
  "homo_lumo_gap_ev": 8.32,
  "energy_ev": -11882.630
}


Entry 9:
{
  "formula": "C7H10N3O",
  "method": "the ωB97M-V functional and the def2-TZVPD basis",
  "species": ["C", "C", "C", "C", "C", "C", "C", "N", "N", "N", "O", "H", "H", "H", "H", "H", "H", "H", "H", "H", "H"],
  "positions_angstrom": [[1.514, -0.749, 0.214], [1.329, 1.468, -0.124], [2.239, 0.473, 0.145], [0.195, -0.463, -0.006], [-1.011, -1.329, -0.123], [-1.133, 1.546, -0.427], [-2.441, 0.681, -0.090], [0.076, 0.893, -0.228], [3.575, 0.619, 0.402], [-2.167, -0.630, 0.537], [-2.003, 1.750, 0.677], [1.929, -1.721, 0.387], [1.456, 2.524, -0.225], [-1.284, -1.506, -1.168], [-0.831, -2.288, 0.364], [-1.189, 2.300, -1.201], [-3.354, 0.779, -0.655], [4.138, -0.211, 0.318], [4.015, 1.460, 0.067], [-3.011, -1.216, 0.536], [-1.906, -0.432, 1.518]],
  "total_charge": 1,
  "smiles": "Nc1cc2n(c1)[C@@H]1O[C@@H]1[NH2+]C2",
  "largest_force_ev_per_a": 3.73,
  "homo_lumo_gap_ev": 7.79,
  "energy_ev": -13930.648
}


Entry 10:
{
  "formula": "C7H10N3S",
  "method": "the ωB97M-V functional and the def2-TZVPD basis",
  "species": ["C", "C", "C", "C", "C", "C", "C", "N", "N", "N", "S", "H", "H", "H", "H", "H", "H", "H", "H", "H", "H"],
  "positions_angstrom": [[-1.627, -2.523, 0.049], [-2.295, -1.266, 0.018], [-0.093, -0.968, -0.149], [-3.173, 1.000, 0.113], [-1.817, 1.042, -0.094], [-0.978, 2.305, 0.063], [1.272, -0.354, -0.185], [-1.361, -0.224, -0.122], [-0.331, -2.266, -0.030], [2.198, -1.509, 0.152], [-3.854, -0.598, 0.014], [-1.879, -3.563, 0.229], [-3.877, 1.870, 0.252], [-0.553, 2.220, 1.149], [-1.725, 3.005, -0.180], [-0.272, 2.264, -0.749], [1.294, 0.036, -1.291], [1.478, 0.395, 0.583], [0.343, -3.011, -0.086], [3.142, -1.335, -0.086], [2.179, -1.874, 1.103]],
  "total_charge": 1,
  "smiles": "Cc1csc2c[nH+]c(CN)n12",
  "largest_force_ev_per_a": 8.08,
  "homo_lumo_gap_ev": 8.57,
  "energy_ev": -22718.919
}